(1)
DFT (wB97M-V/def2-TZVPD) results for a structure of composition C13H24I2NdO3S3Sc.

```
47
Properties=species:S:1:pos:R:3:mulliken_charge:R:1
I -0.36 -4.39 -0.21 0.212
I -0.33 -3.43 -3.04 0.156
Nd 0.24 -0.17 -2.39 1.182
Sc 0.15 -0.80 1.19 0.025
S 1.59 -1.49 -0.61 0.035
S -1.42 -1.07 -0.62 -0.046
C 2.01 -0.13 2.35 0.371
C 3.59 -1.06 -0.79 1.153
C -3.11 0.01 -0.49 1.331
C 4.01 -1.37 -2.21 -1.342
C 3.90 0.37 -0.43 -0.978
C 4.13 -2.05 0.23 -1.341
C -3.74 -0.12 -1.86 -1.387
C -2.91 1.47 -0.13 -1.035
C -3.82 -0.78 0.60 -1.346
C 2.19 1.54 -3.26 0.249
C -1.19 2.10 -3.11 0.142
O 2.86 0.01 3.13 -0.049
O 3.03 2.08 -3.90 -0.104
O -1.84 2.84 -3.63 -0.015
H 3.61 -0.66 -2.95 0.257
H 3.66 -2.36 -2.52 0.400
H 5.11 -1.34 -2.31 0.459
H 3.50 1.10 -1.16 0.130
H 5.00 0.51 -0.42 0.463
H 3.51 0.64 0.55 0.126
H 3.74 -1.82 1.22 0.249
H 5.22 -2.07 0.27 0.474
H 3.78 -3.06 -0.03 0.428
H -4.77 0.24 -1.85 0.457
H -3.74 -1.17 -2.17 0.428
H -3.19 0.44 -2.62 0.265
H -3.89 1.95 0.01 0.481
H -2.35 2.04 -0.88 0.109
H -2.36 1.58 0.82 -0.011
H -4.85 -0.46 0.77 0.473
H -3.26 -0.69 1.54 0.102
H -3.82 -1.84 0.34 0.432
C -2.66 0.87 3.94 -0.992
S -1.26 0.48 2.85 0.582
C -0.42 2.08 2.81 -1.199
H -3.28 -0.04 4.06 0.417
H -3.26 1.68 3.53 0.373
H -2.22 1.15 4.89 0.496
H -1.19 2.86 2.78 0.441
H 0.14 2.13 3.75 0.433
H 0.26 2.18 1.95 0.514
```

The LUMO energy (spin up / spin down) comes out at -14.50 / -14.48 eV. The total energy is -104654.9831 eV. Its HOMO energy (spin up / spin down) is -21.17 / -21.17 eV. The multiplicity is 4. The total charge is +4. The molar mass is 767.537 g mol⁻¹. Its expectation value of S² is 3.76. As for the orbital gap (spin up / spin down): 6.67 / 6.69 eV.



(2)
DFT (wB97M-V/def2-TZVPD) results for a cluster of 3 separate species, C13H24IN2O6 in total.

```
46
Properties=species:S:1:pos:R:3:mulliken_charge:R:1
C -1.66 -3.68 0.70 -0.697
N -1.42 -2.24 0.36 0.245
C -0.14 -1.65 0.73 -0.255
N -0.26 -0.29 0.26 0.037
C -1.50 0.06 -0.40 -0.564
C -2.30 -1.28 -0.32 0.282
C -3.80 -1.57 -0.84 -0.438
C -4.65 -2.02 0.45 -0.635
C -5.79 -3.11 0.17 -0.936
I -5.12 -4.90 -0.87 0.050
H -1.18 -3.97 1.70 0.324
H -1.20 -4.30 -0.17 0.306
H -2.76 -3.97 0.75 0.122
H 0.74 -2.14 1.28 0.391
H 0.50 0.41 0.40 0.224
H -1.87 1.04 -0.84 0.391
H -4.18 -0.57 -1.26 0.346
H -3.82 -2.31 -1.71 0.266
H -3.98 -2.35 1.33 0.378
H -5.19 -1.07 0.83 0.337
H -6.71 -2.60 -0.30 0.427
H -6.16 -3.46 1.21 0.403
C 5.36 0.39 2.81 -0.619
O 5.29 -0.66 1.84 -0.328
C 4.53 -0.37 0.77 0.770
O 3.94 0.66 0.58 -0.531
O 4.56 -1.43 -0.05 -0.308
C 3.79 -1.27 -1.24 -0.369
H 6.00 0.05 3.62 0.234
H 5.81 1.29 2.37 0.292
H 4.37 0.61 3.21 0.279
H 4.17 -0.44 -1.84 0.282
H 2.73 -1.12 -1.00 0.048
H 3.88 -2.18 -1.83 0.231
C 2.43 2.69 -0.99 -0.490
O 1.93 3.95 -1.44 -0.317
C 0.67 4.20 -1.06 0.761
O -0.03 3.47 -0.40 -0.571
O 0.33 5.41 -1.54 -0.335
C -1.00 5.81 -1.21 -0.618
H 3.46 2.59 -1.35 0.232
H 2.44 2.64 0.10 0.325
H 1.84 1.87 -1.41 0.225
H -1.13 5.89 -0.13 0.292
H -1.73 5.12 -1.64 0.280
H -1.17 6.80 -1.65 0.232
```

The LUMO energy comes out at -3.37 eV. The total energy is -37227.4370 eV. Its HOMO energy is -12.24 eV. The multiplicity is 1. The total charge is +1. The molar mass is 431.247 g mol⁻¹. As for the orbital gap: 8.87 eV.